18
Properties=species:S:1:pos:R:3:forces:R:3:nbo_charge:R:1 method="wB97M-V/def2-TZVPD" lumo_energy_ev=-4.0766 gap_ev=9.665 total_charge=+1 smiles="[NH3+][C@]1(O)N=CCCC1=O" relative_energy_ev=3.110
N 0.274 -0.030 2.421 -1.3126 0.6239 -0.8390 -0.736
C 0.074 -0.308 0.853 -1.2628 0.4301 0.5380 0.443
O -0.411 -1.610 0.732 1.7271 -0.7981 -0.2204 -0.688
N 1.232 0.073 0.234 4.1687 -1.7276 -0.8058 -0.512
C 1.398 -0.079 -1.029 -1.1599 0.5623 -1.2651 0.257
C 0.222 -0.006 -1.951 -1.6072 -2.4331 -0.2312 -0.528
C -0.913 0.686 -1.286 -2.6886 -0.1626 1.1325 -0.523
C -0.926 0.697 0.256 -0.1900 0.1023 -1.4907 0.571
O -1.510 1.535 0.866 -0.1611 0.1611 1.1886 -0.492
H -0.197 -0.854 2.804 0.3699 0.1657 0.5982 0.450
H -0.336 0.812 2.639 0.8114 -0.8075 -0.1915 0.468
H 1.257 0.105 2.751 -0.9267 -0.2373 -0.5823 0.466
H 0.311 -2.331 0.629 -1.3169 1.9150 0.2202 0.515
H 2.310 -0.102 -1.670 0.1966 0.3596 1.7602 0.232
H 0.453 0.570 -2.836 0.4637 -0.3638 -0.4470 0.267
H -0.284 -1.030 -2.242 1.9170 1.5357 0.1391 0.273
H -1.866 0.155 -1.574 0.6886 0.6227 0.3884 0.268
H -1.089 1.716 -1.597 0.2830 0.0514 0.1078 0.270